## P
Formula: C5H11N2
Source: the OMol25 dataset
Level of theory: ωB97M-V/def2-TZVPD

```
18
C5H11N2, DFT ωB97M-V/def2-TZVPD
N 1.470 -0.013 0.512
N -0.959 -0.126 -0.016
C 2.126 -0.979 0.073
C -0.415 -1.195 -0.492
C -0.375 1.158 -0.401
C -2.026 -0.025 0.973
C 1.152 1.106 -0.298
H -2.330 1.095 0.995
H -0.640 -2.247 -0.191
H 1.744 1.095 -1.281
H 2.102 -1.886 0.719
H -0.539 1.182 -1.481
H -2.908 -0.692 0.695
H 2.597 -0.918 -0.880
H -0.019 -1.148 -1.551
H -1.764 -0.338 1.997
H -0.743 1.937 0.248
H 1.527 1.994 0.379
```

Values from the calculation:
Kohn-Sham gap in eV: 9.14
SMILES: C=NCC[N+](=C)C
Charge: +1
E_HOMO in eV: -14.01
Lowest unoccupied orbital energy in eV: -4.866
Multiplicity: 1

Need the natural (NBO) charges? In units of e they are: atom 1 (N): -0.40, atom 2 (N): -0.26, atom 3 (C): -0.04, atom 4 (C): 0.09, atom 5 (C): -0.24, atom 6 (C): -0.44, atom 7 (C): -0.28, atom 8 (H): 0.24, atom 9 (H): 0.25, atom 10 (H): 0.20, atom 11 (H): 0.21, atom 12 (H): 0.25, atom 13 (H): 0.25, atom 14 (H): 0.17, atom 15 (H): 0.23, atom 16 (H): 0.26, atom 17 (H): 0.25, atom 18 (H): 0.26

***

## Q
Formula: C5H11N2
Source: the OMol25 dataset
Level of theory: ωB97M-V/def2-TZVPD

```
18
C5H11N2, DFT ωB97M-V/def2-TZVPD
N -0.660 -1.081 -0.477
N -1.324 1.164 -0.165
C 0.698 0.810 -1.342
C 0.420 -1.307 1.655
C -0.294 -1.878 0.694
C 0.590 0.213 1.357
C -0.195 0.388 -0.280
H -0.414 -2.953 0.650
H 0.397 0.736 -2.424
H 0.637 -1.461 2.664
H -1.694 -0.947 -0.519
H 1.057 1.826 -1.111
H 1.568 0.222 -1.413
H 0.122 0.811 2.254
H 1.626 0.400 1.308
H -1.608 1.615 -1.125
H -1.346 1.730 0.695
H -0.260 -1.449 -1.275
```

Values from the calculation:
Kohn-Sham gap in eV: 11.45
SMILES: C[C@]1(N)CC=C[NH2+]1
Charge: +1
E_HOMO in eV: -14.45
Lowest unoccupied orbital energy in eV: -2.994
Multiplicity: 1

Need the natural (NBO) charges? In units of e they are: atom 1 (N): -0.55, atom 2 (N): -0.89, atom 3 (C): -0.70, atom 4 (C): -0.13, atom 5 (C): -0.08, atom 6 (C): -0.42, atom 7 (C): 0.32, atom 8 (H): 0.24, atom 9 (H): 0.25, atom 10 (H): 0.26, atom 11 (H): 0.47, atom 12 (H): 0.27, atom 13 (H): 0.24, atom 14 (H): 0.24, atom 15 (H): 0.23, atom 16 (H): 0.41, atom 17 (H): 0.42, atom 18 (H): 0.43

***

Energetically preferred structure: Q | next structure: +0.0379 hartree

***

## P
Formula: C5H11N2
Source: the OMol25 dataset
Level of theory: ωB97M-V/def2-TZVPD

```
18
C5H11N2, DFT ωB97M-V/def2-TZVPD
N 0.161 1.035 1.365
N -0.629 0.855 -1.160
C -0.002 -0.385 -1.490
C 1.199 -0.037 1.281
C -1.716 1.134 -1.752
C 0.176 -1.404 -0.656
C 0.585 -1.352 0.798
H 0.073 -0.562 -2.573
H -1.883 0.620 -2.706
H 1.609 -0.136 2.274
H 1.965 0.359 0.646
H 0.610 1.937 1.479
H -0.575 0.891 2.039
H -0.295 -1.490 1.448
H -0.318 1.136 0.406
H 1.339 -2.115 0.982
H -2.366 1.885 -1.288
H 0.067 -2.371 -1.093
```

Values from the calculation:
Kohn-Sham gap in eV: 9.95
SMILES: C=N/C=C\CC[NH3+]
Charge: +1
E_HOMO in eV: -13.17
Lowest unoccupied orbital energy in eV: -3.219
Multiplicity: 1

Need the natural (NBO) charges? In units of e they are: atom 1 (N): -0.71, atom 2 (N): -0.51, atom 3 (C): -0.05, atom 4 (C): -0.21, atom 5 (C): 0.04, atom 6 (C): -0.18, atom 7 (C): -0.46, atom 8 (H): 0.21, atom 9 (H): 0.19, atom 10 (H): 0.23, atom 11 (H): 0.23, atom 12 (H): 0.43, atom 13 (H): 0.43, atom 14 (H): 0.22, atom 15 (H): 0.45, atom 16 (H): 0.26, atom 17 (H): 0.21, atom 18 (H): 0.24

***

## Q
Formula: C5H11N2
Source: the OMol25 dataset
Level of theory: ωB97M-V/def2-TZVPD

```
18
C5H11N2, DFT ωB97M-V/def2-TZVPD
N -0.529 1.084 1.586
N 1.470 1.356 0.159
C 0.040 1.409 0.313
C 0.515 -1.221 -1.292
C -1.286 -0.987 0.446
C -0.687 -0.418 -0.804
C -1.117 -0.009 1.643
H -1.212 0.160 -1.644
H -0.380 2.213 -0.197
H 0.076 -1.949 -1.987
H 1.845 1.920 -0.726
H 1.838 0.392 0.150
H 1.152 -0.516 -1.890
H 1.237 -1.851 -0.586
H 1.878 1.802 1.118
H -1.772 -0.419 2.475
H -0.746 -1.747 0.875
H -2.324 -1.219 0.361
```

Values from the calculation:
Kohn-Sham gap in eV: 9.02
Charge: +1
E_HOMO in eV: -12.80
Lowest unoccupied orbital energy in eV: -3.776
Multiplicity: 1

Need the natural (NBO) charges? In units of e they are: atom 1 (N): -0.45, atom 2 (N): -0.73, atom 3 (C): 0.04, atom 4 (C): -0.70, atom 5 (C): -0.55, atom 6 (C): -0.13, atom 7 (C): 0.24, atom 8 (H): 0.25, atom 9 (H): 0.21, atom 10 (H): 0.27, atom 11 (H): 0.48, atom 12 (H): 0.45, atom 13 (H): 0.21, atom 14 (H): 0.23, atom 15 (H): 0.46, atom 16 (H): 0.22, atom 17 (H): 0.24, atom 18 (H): 0.26

***

## R
Formula: C5H11N2
Source: the OMol25 dataset
Level of theory: ωB97M-V/def2-TZVPD

```
18
C5H11N2, DFT ωB97M-V/def2-TZVPD
N -0.486 -0.045 -0.008
N 0.765 -0.052 0.749
C 1.167 1.180 0.085
C -1.641 0.017 0.913
C -0.262 -1.210 -0.804
C -0.148 1.301 -0.690
C 1.249 -1.359 0.332
H -0.835 -2.043 -0.691
H -0.238 -1.054 -1.829
H 2.182 -1.330 -0.370
H -1.576 -0.766 1.552
H 1.630 1.916 0.702
H 0.152 1.039 -1.769
H -1.594 0.860 1.511
H -0.805 2.131 -0.500
H -2.650 0.284 0.345
H 2.023 1.143 -0.584
H 1.067 -2.012 1.056
```

Values from the calculation:
Kohn-Sham gap in eV: 10.68
SMILES: C[N+]12CCN1CC2
Charge: +1
E_HOMO in eV: -14.11
Lowest unoccupied orbital energy in eV: -3.434
Multiplicity: 1

Need the natural (NBO) charges? In units of e they are: atom 1 (N): -0.08, atom 2 (N): -0.24, atom 3 (C): -0.27, atom 4 (C): -0.40, atom 5 (C): -0.23, atom 6 (C): -0.21, atom 7 (C): -0.15, atom 8 (H): 0.23, atom 9 (H): 0.23, atom 10 (H): 0.24, atom 11 (H): 0.23, atom 12 (H): 0.24, atom 13 (H): 0.24, atom 14 (H): 0.24, atom 15 (H): 0.26, atom 16 (H): 0.25, atom 17 (H): 0.21, atom 18 (H): 0.21

***

Energetically preferred structure: P | next structure: +0.0794 hartree

***

## P
Formula: C5H11N2
Source: the OMol25 dataset
Level of theory: ωB97M-V/def2-TZVPD

```
18
C5H11N2, DFT ωB97M-V/def2-TZVPD
N 0.545 0.129 0.070
N 0.933 1.159 -0.718
C 1.140 -2.199 -0.717
C 1.049 -1.179 0.115
C 1.261 -0.333 1.260
C 1.208 2.249 -0.107
C -2.978 -0.051 0.035
H 1.140 2.333 1.057
H -3.695 -0.306 -0.620
H 0.666 -2.256 -1.623
H 0.916 1.169 -1.784
H -1.967 -0.435 -0.299
H 1.449 3.060 -0.737
H 0.791 -0.579 2.223
H -3.052 1.031 0.108
H -3.203 -0.563 1.041
H 1.564 -3.164 -0.678
H 2.233 -0.065 1.375
```

Values from the calculation:
Kohn-Sham gap in eV: 8.68
Charge: +1
E_HOMO in eV: -13.74
Lowest unoccupied orbital energy in eV: -5.063
Multiplicity: 1

Need the natural (NBO) charges? In units of e they are: atom 1 (N): -0.24, atom 2 (N): -0.23, atom 3 (C): -0.39, atom 4 (C): 0.15, atom 5 (C): -0.26, atom 6 (C): 0.04, atom 7 (C): -0.84, atom 8 (H): 0.26, atom 9 (H): 0.22, atom 10 (H): 0.22, atom 11 (H): 0.48, atom 12 (H): 0.19, atom 13 (H): 0.23, atom 14 (H): 0.26, atom 15 (H): 0.21, atom 16 (H): 0.22, atom 17 (H): 0.25, atom 18 (H): 0.22

***

## Q
Formula: C5H11N2
Source: the OMol25 dataset
Level of theory: ωB97M-V/def2-TZVPD

```
18
C5H11N2, DFT ωB97M-V/def2-TZVPD
N -0.020 -0.041 0.713
N 2.164 0.960 0.328
C -1.167 0.168 0.178
C 2.436 -0.208 -0.068
C 2.491 -1.410 -0.394
C -2.173 -0.901 -0.057
C -1.283 1.606 -0.348
H 0.984 0.773 0.847
H -3.100 -0.528 -0.328
H -1.895 -1.612 -0.780
H 2.753 -2.164 0.363
H -2.149 1.841 0.263
H -2.200 -1.508 0.785
H 2.086 -1.721 -1.310
H 2.721 1.737 0.379
H -1.547 1.525 -1.479
H 0.353 -0.889 1.138
H -0.456 2.374 -0.231
```

Values from the calculation:
Kohn-Sham gap in eV: 11.05
Charge: +1
E_HOMO in eV: -14.36
Lowest unoccupied orbital energy in eV: -3.304
Multiplicity: 1

Need the natural (NBO) charges? In units of e they are: atom 1 (N): -0.70, atom 2 (N): -0.69, atom 3 (C): 0.46, atom 4 (C): 0.49, atom 5 (C): -0.54, atom 6 (C): -0.70, atom 7 (C): -0.68, atom 8 (H): 0.44, atom 9 (H): 0.25, atom 10 (H): 0.26, atom 11 (H): 0.29, atom 12 (H): 0.25, atom 13 (H): 0.25, atom 14 (H): 0.28, atom 15 (H): 0.43, atom 16 (H): 0.26, atom 17 (H): 0.39, atom 18 (H): 0.25

***

Energetically preferred structure: Q | next structure: +0.0954 hartree